one:
The following is a DFT calculation (the ωB97M-V functional and the def2-TZVPD basis) of a structure of composition C21H51N3O11P2.

## Properties
HOMO in eV: -7.981
Charge: 0
Kohn-Sham gap in eV: 8.46
LUMO in eV: 0.47

Geometry (Å):
C -1.36793 -1.84777 1.44349
O -0.17565 -1.55670 1.60623
N -2.01587 -2.49392 2.42486
C -3.46196 -2.43650 2.35668
C -1.47299 -3.15146 3.67139
H -2.03857 -1.44563 0.66842
H -4.04843 -1.94314 3.13176
H -3.84357 -3.45706 2.38708
H -3.81995 -2.18371 1.35866
H -1.38178 -2.46237 4.51100
H -1.96133 -4.11845 3.79198
H -0.49868 -3.62733 3.56022
C 1.99721 1.99517 -1.24817
O 2.80891 2.22723 -0.34340
N 1.61232 2.93469 -2.08773
C 0.71088 2.72929 -3.17732
C 2.28444 4.29835 -2.19749
H 1.61297 0.98050 -1.43525
H 0.18727 3.58394 -3.60569
H -0.17052 2.19510 -2.82254
H 1.22827 2.17157 -3.95793
H 2.62508 4.49780 -3.21350
H 1.55577 5.05353 -1.90279
H 3.19019 4.32516 -1.59169
C -1.03331 0.64387 -2.21621
O -1.59086 1.13430 -3.21283
N -1.08687 -0.70407 -2.03673
C -0.52043 -1.38799 -0.82725
C -1.96735 -1.53034 -2.88914
H -0.62589 1.19712 -1.35591
H -0.01582 -2.34287 -0.97447
H -1.26020 -1.39584 -0.02676
H 0.29066 -0.84537 -0.34167
H -2.11475 -1.18711 -3.91314
H -1.62867 -2.56634 -2.87929
H -2.90562 -1.57930 -2.33655
C -1.68604 4.20802 0.74490
C -0.76447 3.29423 1.49384
O -1.22989 1.91292 1.37896
P -2.15778 1.30220 2.58219
O -3.15624 2.17913 3.31373
O -2.81843 0.06044 1.84160
C -3.36447 0.38796 0.59922
C -4.91089 0.06811 0.68828
O -1.07997 0.58256 3.57151
C -0.07883 1.14106 4.37279
C 0.10518 0.49965 5.75386
H -1.71806 4.15939 -0.34355
H -2.73000 3.95777 0.93365
H -1.38998 5.25004 0.86592
H 0.28821 3.46322 1.26714
H -1.00550 3.51870 2.53289
H -3.06988 1.30133 0.08242
H -2.87271 -0.29430 -0.09417
H -5.33374 0.71049 -0.08414
H -5.20070 -0.92478 0.34437
H -5.40075 0.23671 1.64729
H 0.76142 0.84349 3.74546
H -0.10160 2.20200 4.62176
H 1.10211 0.69147 6.15065
H -0.67048 0.67639 6.49898
H 0.06014 -0.54594 5.44921
C 0.42237 -2.87196 -3.77784
C 1.44971 -1.82879 -4.30494
O 2.55566 -1.60234 -3.44439
P 2.44419 -1.26492 -1.90387
O 1.38085 -0.25485 -1.67233
O 2.07374 -2.56740 -1.11525
C 1.68509 -2.54110 0.24860
C 2.86689 -2.78739 1.15875
O 4.00291 -0.89166 -1.43404
C 4.42862 0.41853 -1.71242
C 5.42599 0.89058 -0.62026
H 1.01669 -3.77096 -3.61452
H 0.11732 -2.36639 -2.86163
H -0.49013 -2.98058 -4.36404
H 1.82138 -2.20948 -5.25626
H 0.97934 -0.97628 -4.79492
H 1.07621 -1.64307 0.35299
H 0.98851 -3.37317 0.35117
H 2.54571 -2.80311 2.20025
H 3.33250 -3.71688 0.83109
H 3.56408 -1.97755 0.94384
H 4.98078 0.49885 -2.64879
H 3.58629 1.10987 -1.68783
H 4.97576 0.93488 0.37143
H 6.21776 0.14165 -0.63719
H 5.87790 1.84669 -0.88430


two:
The following is a DFT calculation (the ωB97M-V functional and the def2-TZVPD basis) of a cluster of 5 separate species, C21H51N3O11P2 in total.

## Properties
HOMO in eV: -9.205
Charge: 0
Kohn-Sham gap in eV: 9.49
LUMO in eV: 0.28

Geometry (Å):
C -2.44491 2.28809 -0.65357
C -2.34455 2.38835 -2.27664
O -3.15814 3.47882 -2.76066
P -3.79112 3.42876 -4.29527
O -4.73423 2.29328 -4.42907
O -4.42455 4.87496 -4.67021
C -5.44849 5.26635 -3.70781
C -6.75245 5.38653 -4.50641
O -2.45850 3.31748 -5.32174
C -2.44252 4.09037 -6.49827
C -2.75821 3.23486 -7.72031
H -3.46231 2.05853 -0.33687
H -1.89244 1.44847 -0.23177
H -2.11694 3.22249 -0.19812
H -1.36165 2.53393 -2.72475
H -2.73191 1.49915 -2.77402
H -5.66446 4.52546 -2.93803
H -4.98045 6.11748 -3.21320
H -7.09943 4.35384 -4.54202
H -7.42584 6.08965 -4.01623
H -6.47193 5.81489 -5.46865
H -3.15277 4.91260 -6.58526
H -1.45304 4.53544 -6.60282
H -3.79856 3.42784 -7.98211
H -2.21836 3.51454 -8.62500
H -2.80480 2.16228 -7.53193
C -0.83846 -2.31887 5.61678
C -0.05084 -3.54927 5.88855
O 1.20368 -3.33364 5.36059
P 2.52910 -4.24304 5.56529
O 2.59413 -5.01808 6.85767
O 2.66440 -5.24774 4.23821
C 2.41562 -4.80760 2.90237
C 1.70407 -5.87597 2.07543
O 3.78276 -3.24392 5.26507
C 4.90821 -3.35758 6.19212
C 4.87535 -2.31088 7.19311
H -1.91616 -2.47508 5.56919
H -0.50080 -1.47705 6.22128
H -0.65323 -1.90642 4.62497
H -0.30098 -4.02604 6.83629
H -0.59415 -4.25145 5.25622
H 1.88437 -3.86354 2.78144
H 3.22538 -4.59195 2.20531
H 2.48736 -6.50922 1.65883
H 0.96752 -6.41130 2.67460
H 1.12145 -5.26780 1.38348
H 5.01901 -4.38523 6.53822
H 5.75251 -3.22785 5.51505
H 5.72237 -2.37326 7.87633
H 4.64031 -1.39501 6.65087
H 4.09602 -2.50299 7.93056
C 0.42312 -0.40995 0.00817
N 1.47376 -1.43729 0.21862
C 2.20435 -1.31760 1.46055
C 1.55046 -2.55770 -0.59753
O 2.41087 -3.42903 -0.42427
H -0.08537 -0.27623 0.96298
H -0.20553 -0.53834 -0.87297
H 0.88763 0.57336 -0.06555
H 2.81311 -2.18610 1.71200
H 2.81402 -0.42471 1.32212
H 1.36985 -1.33497 2.16155
H 0.76108 -2.55017 -1.36501
C -2.05523 -0.94801 -6.75086
N -1.96454 -1.48971 -5.33490
C -2.91027 -2.54008 -4.97322
C -1.19483 -0.86671 -4.36279
O -1.15757 -1.34001 -3.23957
H -1.36333 -0.16024 -7.04885
H -3.03606 -0.48724 -6.86808
H -2.03187 -1.89507 -7.28998
H -3.90784 -2.37392 -5.37987
H -2.45209 -3.43128 -5.40208
H -2.98974 -2.51703 -3.88636
H -0.76188 0.06770 -4.75220
C 3.15878 2.88367 2.53122
N 4.15043 3.04503 3.60823
C 5.31468 2.32792 3.29949
C 3.98317 3.90264 4.66152
O 4.87766 4.03311 5.51591
H 2.13438 2.97760 2.89163
H 3.15856 1.89710 2.06777
H 3.35451 3.66472 1.79656
H 5.13973 1.25209 3.30825
H 5.53769 2.57654 2.26192
H 6.23318 2.58734 3.82594
H 3.01871 4.42891 4.73257


Most stable of them? two.


one:
The following is a DFT calculation (the ωB97M-V functional and the def2-TZVPD basis) of a structure of composition C54H49GeN5O5PS3Ti.

## Properties
HOMO (spin up / spin down) in eV: -7.161 / -7.314
Multiplicity: 2
Charge: 0
Kohn-Sham gap (spin up / spin down) in eV: 6.83 / 6.39
LUMO (spin up / spin down) in eV: -0.33 / -0.92

Geometry (Å):
Ti -0.68412 0.99555 -0.39093
O 0.77597 1.21456 0.64300
C 1.53171 0.35185 -0.15182
C 2.61286 -0.43679 0.49278
C 3.68066 0.28761 1.02201
C 4.77543 -0.35892 1.56359
C 4.81562 -1.74700 1.58398
C 3.74913 -2.47306 1.08528
C 2.63108 -1.83937 0.53860
P 1.15648 -2.80248 0.02447
C 1.66326 -3.61123 -1.52528
C 0.65752 -4.23846 -2.26041
C 0.94996 -4.87270 -3.45668
C 2.25162 -4.87105 -3.94028
C 3.25412 -4.23632 -3.22263
C 2.96316 -3.61094 -2.01880
C 1.23583 -4.18831 1.22536
C 1.45731 -5.51514 0.87828
C 1.43609 -6.51024 1.84940
C 1.19884 -6.18882 3.17523
C 0.97582 -4.86354 3.53229
C 0.98647 -3.87596 2.56373
H 3.63961 1.36613 0.99942
H 5.59644 0.21729 1.96925
H 5.67254 -2.26259 1.99641
H 3.77051 -3.55498 1.13709
H -0.36555 -4.20822 -1.90378
H 0.15990 -5.35174 -4.01931
H 2.48156 -5.35723 -4.87958
H 4.26733 -4.22115 -3.60232
H 3.75142 -3.10753 -1.47338
H 1.65457 -5.78013 -0.15297
H 1.61158 -7.53932 1.56332
H 1.18581 -6.96468 3.92971
H 0.78841 -4.60226 4.56539
H 0.81209 -2.84427 2.85269
N -1.30037 -0.56530 1.05264
C -2.75614 -0.74389 1.04077
C -3.40901 0.47612 0.41240
O -4.60372 0.63564 0.36681
O -2.53808 1.31467 -0.12941
H -0.80106 -1.44847 0.94236
H -1.02898 -0.13298 1.94120
H -3.17117 -0.90151 2.03731
H -3.01227 -1.59952 0.41377
S 1.50713 -0.16441 -2.94779
C 1.10300 0.18896 -1.41982
S -1.63991 -0.92178 -2.09252
C -3.21625 -0.44561 -2.48451
N -3.49391 0.87883 -2.68462
C -4.72072 1.33944 -2.96932
C -5.74218 0.45090 -3.11800
C -5.40979 -0.90109 -2.95072
N -4.20960 -1.34184 -2.65089
H -2.73494 1.53323 -2.50788
H -4.82339 2.40900 -3.08404
H -6.74361 0.77652 -3.34433
H -6.17368 -1.66286 -3.06274
O 0.78029 3.84115 -0.91147
C 0.28298 3.25375 -1.85772
O -0.69635 2.38020 -1.71739
C 0.74673 3.47568 -3.27697
C -0.29560 3.09328 -4.32883
Ge -1.85616 4.27199 -4.43547
C -1.45852 5.75919 -5.63917
C -1.86486 7.06632 -5.38092
C -1.59324 8.08975 -6.27976
C -0.91144 7.81867 -7.45567
C -0.50787 6.52045 -7.73390
C -0.78126 5.50307 -6.83242
C -2.42492 5.02375 -2.72649
C -3.59774 4.59365 -2.10853
C -4.04144 5.16481 -0.92376
C -3.31278 6.18869 -0.33752
C -2.13766 6.62668 -0.93232
C -1.69972 6.04796 -2.11463
C -3.34189 3.23778 -5.17760
C -4.58881 3.83539 -5.37554
C -5.65020 3.11579 -5.90300
C -5.47942 1.78217 -6.25388
C -4.24638 1.17537 -6.07600
C -3.18849 1.89996 -5.53810
H 1.61555 2.81645 -3.38715
H 1.10583 4.50338 -3.35236
H -0.61764 2.07553 -4.10468
H 0.16035 3.06590 -5.31997
H -2.40398 7.29621 -4.46893
H -1.91510 9.09942 -6.05992
H -0.69613 8.61588 -8.15520
H 0.01857 6.30099 -8.65374
H -0.46364 4.49434 -7.07280
H -4.19349 3.81417 -2.57090
H -4.95295 4.81032 -0.45961
H -3.65395 6.63789 0.58579
H -1.56101 7.41974 -0.47401
H -0.77668 6.40085 -2.56092
H -4.73552 4.87693 -5.11039
H -6.60999 3.59483 -6.04815
H -6.30497 1.22221 -6.67404
H -4.10529 0.13858 -6.35448
H -2.23172 1.40815 -5.40738
N -1.35236 3.57983 1.19514
C -0.74417 3.06202 2.28130
S -1.57797 2.01155 3.30230
N 0.53486 3.48425 2.41112
C 1.54822 3.07667 3.30272
C 1.31261 2.63548 4.59924
C 2.38935 2.29404 5.40500
C 3.69352 2.40626 4.94889
C 3.92225 2.87871 3.66444
C 2.85712 3.20900 2.84626
H -2.28182 3.25749 0.97944
H -0.80901 4.00900 0.45418
H 0.90221 3.92083 1.57281
H 0.30453 2.55646 4.96806
H 2.19804 1.94451 6.41095
H 4.52238 2.13600 5.58805
H 4.93384 2.98746 3.29416
H 3.03162 3.57736 1.84146


two:
The following is a DFT calculation (the ωB97M-V functional and the def2-TZVPD basis) of a structure of composition C54H49GeN5O5PS3Ti.

## Properties
HOMO (spin up / spin down) in eV: -7.381 / -7.442
Multiplicity: 2
Charge: 0
Kohn-Sham gap (spin up / spin down) in eV: 7.08 / 7.07
LUMO (spin up / spin down) in eV: -0.30 / -0.38

Geometry (Å):
Ti -0.03374 -0.00752 0.25655
O 0.11771 -1.52422 1.46148
C 1.39691 -1.41605 1.85191
C 1.66332 -1.61270 3.32127
C 2.05194 -2.87564 3.76212
C 2.30040 -3.09588 5.10565
C 2.17428 -2.05382 6.01754
C 1.78298 -0.80008 5.58185
C 1.51173 -0.56798 4.23371
P 0.96662 1.04836 3.58318
C 2.19147 2.15374 4.37380
C 3.46300 2.16073 3.79636
C 4.46547 2.97344 4.30211
C 4.20425 3.80849 5.38254
C 2.94394 3.80872 5.96196
C 1.94452 2.97966 5.46613
C -0.58050 1.35316 4.50752
C -1.27529 0.34369 5.17223
C -2.55260 0.57436 5.67026
C -3.15244 1.81436 5.51527
C -2.46898 2.83005 4.85828
C -1.19851 2.59908 4.35674
H 2.17007 -3.67530 3.04185
H 2.60863 -4.07704 5.44342
H 2.38650 -2.22152 7.06568
H 1.68808 0.01426 6.29165
H 3.66816 1.52381 2.93976
H 5.44898 2.95749 3.84806
H 4.98299 4.45012 5.77488
H 2.73586 4.44948 6.80959
H 0.96634 2.98303 5.93200
H -0.82490 -0.63351 5.29217
H -3.07843 -0.22420 6.17832
H -4.14909 1.98933 5.89897
H -2.93201 3.79823 4.71629
H -0.69351 3.39238 3.81908
N -1.83012 0.55869 1.59630
C -2.95348 0.43158 0.65702
C -2.53920 1.13726 -0.62230
O -3.36312 1.69511 -1.34616
O -1.27006 1.16643 -0.83155
H -1.94353 -0.04696 2.40042
H -1.79015 1.52011 1.92755
H -3.88525 0.87590 1.00549
H -3.10980 -0.62486 0.42896
S 3.89213 -0.67558 0.65114
C 2.45228 -0.98387 1.17514
S -2.09584 4.13001 1.07323
C -1.31475 4.48396 -0.38089
N -1.69730 3.86017 -1.53388
C -1.05598 4.01112 -2.69683
C 0.00209 4.86699 -2.78230
C 0.34463 5.51811 -1.59050
N -0.26858 5.34749 -0.44225
H -2.45122 3.14205 -1.49430
H -1.43112 3.40860 -3.51202
H 0.54763 5.02044 -3.69918
H 1.18001 6.21274 -1.58450
O 1.04105 -0.92449 -1.25913
C 0.12177 -1.81255 -1.38578
O -1.03744 -1.55610 -0.97844
C 0.49667 -3.16876 -1.91456
C -0.69938 -4.10215 -2.02646
Ge -1.93603 -3.70610 -3.50329
C -1.50210 -4.84320 -5.03719
C -1.24815 -4.32530 -6.30578
C -0.95041 -5.16366 -7.37379
C -0.90401 -6.53682 -7.18839
C -1.16299 -7.07057 -5.93285
C -1.45871 -6.22859 -4.87124
C -1.84287 -1.84123 -4.06700
C -2.91796 -0.98295 -3.84338
C -2.85145 0.35522 -4.20412
C -1.70201 0.85259 -4.80046
C -0.61459 0.01877 -5.01571
C -0.68852 -1.31814 -4.65032
C -3.75569 -4.14196 -2.93766
C -4.75030 -4.31403 -3.90158
C -6.05665 -4.60836 -3.54017
C -6.39145 -4.73991 -2.19922
C -5.41621 -4.57331 -1.22765
C -4.11009 -4.27484 -1.59649
H 1.24965 -3.54772 -1.21584
H 1.02733 -3.02918 -2.86005
H -1.25687 -4.05290 -1.09191
H -0.36993 -5.13585 -2.15483
H -1.29449 -3.25575 -6.47361
H -0.75793 -4.74058 -8.35191
H -0.67243 -7.19086 -8.01951
H -1.13780 -8.14268 -5.78279
H -1.66915 -6.66529 -3.89970
H -3.82021 -1.35709 -3.37224
H -3.68928 1.00958 -4.00325
H -1.65489 1.89184 -5.10396
H 0.29030 0.40454 -5.46878
H 0.17048 -1.95598 -4.83403
H -4.50201 -4.22294 -4.95425
H -6.81302 -4.73661 -4.30428
H -7.40988 -4.97103 -1.91362
H -5.67103 -4.67280 -0.17989
H -3.36909 -4.13573 -0.81887
N 1.12837 3.74897 1.80031
C 2.02361 3.29498 0.90983
S 1.59363 2.18339 -0.28696
N 3.26506 3.80555 1.07841
C 4.53095 3.57094 0.48618
C 4.80178 2.67650 -0.54345
C 6.10613 2.54861 -1.00383
C 7.14278 3.29035 -0.46285
C 6.86734 4.18506 0.56140
C 5.57399 4.32429 1.02951
H 0.13823 3.69656 1.56773
H 1.37346 4.54653 2.36897
H 3.33569 4.45324 1.85002
H 4.01303 2.08668 -0.97372
H 6.30398 1.84597 -1.80330
H 8.15222 3.17533 -0.83407
H 7.65865 4.77888 0.99996
H 5.36546 5.02558 1.83109


Most stable of them? two.